Formula: C31H36BrF9NO27
Source: the Open Molecules 2025 dataset
Level of theory: wB97M-V/def2-TZVPD

Geometry as XYZ:
```
105
Properties=species:S:1:pos:R:3:forces:R:3:mulliken_charge:R:1
N 3.521834 -3.179572 3.122210 0.191 0.375 -0.203 0.14
C 4.451986 -4.346761 3.050482 -0.670 -0.157 -0.041 -0.98
C 3.887976 -5.410680 2.109273 1.108 0.504 0.114 -0.37
C 4.570830 -6.762494 2.375438 -0.620 0.113 -0.150 -0.78
C 3.726984 -7.692337 3.250255 0.395 0.026 -0.409 -0.37
Br 4.655123 -8.211921 4.901638 -0.252 -0.145 -0.043 -0.26
H 2.593717 -3.410922 2.778809 -0.013 -0.139 0.062 0.13
H 3.408823 -2.894826 4.085994 -0.042 -0.077 -0.221 0.22
H 5.371665 -3.991169 2.552481 0.180 0.027 0.071 -0.07
H 4.135756 -5.155057 1.051763 -0.403 -0.107 -0.322 0.09
H 2.800835 -5.489117 2.169111 -0.135 -0.087 0.106 0.09
H 5.515622 -6.560456 2.861910 0.235 0.062 -0.037 0.48
H 4.755868 -7.256958 1.418115 0.128 -0.262 -0.003 0.38
H 2.776725 -7.261987 3.531792 0.036 0.200 0.313 0.09
H 3.535103 -8.611802 2.708976 -0.047 -0.285 0.223 0.42
C 4.842842 -1.947934 0.198457 -0.100 -0.463 0.421 0.40
C 3.828609 -1.296461 -0.703231 0.214 0.178 0.166 0.16
O 4.641849 -0.709777 -1.714989 -0.167 -0.241 -0.198 -0.31
C 5.772841 -1.459477 -1.800089 0.162 -0.105 0.208 0.63
O 6.545175 -1.396309 -2.706869 0.053 0.151 -0.057 -0.63
O 5.892724 -2.271497 -0.742677 -0.144 0.193 -0.159 -0.29
F 3.141716 -0.305719 -0.076618 -0.073 0.125 -0.120 -0.20
H 5.224756 -1.252535 0.944776 -0.073 0.050 0.001 0.19
H 4.468064 -2.834366 0.709279 0.218 -0.062 0.018 -0.36
H 3.121755 -1.985371 -1.165926 -0.122 0.088 0.039 0.30
C 9.837299 -0.991789 -2.885425 -0.332 -0.135 0.087 -0.10
C 10.253614 0.261843 -3.612937 0.252 0.010 0.187 0.33
O 11.546277 -0.073383 -4.091129 -0.234 -0.028 -0.226 -0.33
C 11.577969 -1.427858 -4.256116 0.046 -0.184 0.078 0.67
O 12.407984 -2.009415 -4.870724 0.057 0.038 0.030 -0.51
O 10.527316 -2.005582 -3.632881 0.046 0.229 -0.018 -0.31
F 10.351348 1.332733 -2.785561 0.052 0.009 -0.024 -0.28
H 10.193420 -0.995093 -1.854264 0.091 0.129 -0.025 0.25
H 8.763134 -1.152920 -2.896464 0.030 -0.229 -0.122 0.05
H 9.616380 0.526148 -4.457954 -0.028 0.118 0.042 0.28
C 1.061035 2.225246 -0.866630 0.307 -0.020 0.116 -0.37
C 0.307526 2.171529 -2.174388 -0.042 -0.276 0.031 0.29
O -1.045290 2.231454 -1.744464 0.089 0.334 -0.008 -0.29
C -1.067310 2.905642 -0.566486 -0.046 -0.103 0.114 0.56
O -2.046872 3.352318 -0.062725 -0.026 -0.028 0.006 -0.54
O 0.175118 3.008423 -0.050097 0.014 0.002 -0.120 -0.22
F 0.513732 1.013939 -2.838835 -0.077 0.009 0.024 -0.27
H 1.183162 1.234563 -0.428818 -0.055 -0.057 -0.101 0.25
H 2.034292 2.700812 -0.948266 -0.071 0.156 0.102 0.31
H 0.504426 3.006770 -2.848565 0.006 -0.062 -0.087 0.29
C -5.611238 3.066959 -1.685722 0.002 -0.192 0.218 -0.23
C -4.428148 3.829157 -2.225212 -0.079 0.016 -0.211 0.56
O -5.049742 4.969107 -2.813056 0.060 0.035 0.283 -0.35
C -6.205558 5.196949 -2.130108 -0.172 -0.022 -0.049 0.73
O -6.839197 6.198455 -2.194025 -0.017 -0.003 -0.076 -0.56
O -6.529351 4.126766 -1.372322 0.171 0.001 -0.065 -0.34
F -3.775689 3.138292 -3.192629 -0.034 0.072 -0.054 -0.30
H -6.055361 2.419175 -2.437813 0.137 0.024 0.000 -0.01
H -5.374403 2.481100 -0.802048 -0.097 0.175 0.132 0.33
H -3.714033 4.149926 -1.469553 0.114 -0.045 -0.075 0.19
C -1.134967 -8.671701 5.805610 -0.234 0.014 0.157 -0.43
C 0.305026 -9.106734 5.667088 0.125 0.039 -0.289 0.28
O 0.928435 -7.947994 5.158939 -0.177 0.042 0.340 -0.15
C 0.211321 -6.868997 5.595187 0.043 0.146 -0.103 0.56
O 0.577834 -5.749056 5.570314 -0.066 -0.017 -0.069 -0.45
O -1.001193 -7.276880 6.075020 0.068 -0.170 -0.015 -0.35
F 0.439890 -10.120745 4.775320 0.020 0.021 -0.007 -0.29
H -1.683412 -8.814828 4.872986 0.117 -0.072 -0.068 0.27
H -1.660489 -9.173502 6.614381 0.015 0.156 0.094 0.26
H 0.787125 -9.390937 6.603909 0.047 -0.131 -0.052 0.27
C 0.935158 0.583965 6.332634 -0.144 0.092 0.292 -0.33
C 0.883354 0.243283 4.862828 0.310 0.050 -0.017 0.27
O 2.072390 -0.483664 4.672321 -0.286 -0.068 0.089 -0.25
C 2.375175 -1.091237 5.860678 0.093 -0.175 0.081 0.60
O 3.132313 -1.984931 5.991226 0.032 0.227 0.196 -0.49
O 1.645270 -0.532336 6.869876 -0.037 0.103 -0.193 -0.38
F 0.904400 1.363082 4.085665 0.030 0.033 -0.094 -0.21
H 1.496875 1.503490 6.510301 0.034 0.018 -0.163 0.22
H -0.048818 0.671286 6.787364 0.033 -0.180 0.081 0.28
H 0.032987 -0.373546 4.566772 -0.060 0.115 -0.110 0.18
C 1.889390 5.733120 3.101352 -0.255 0.127 -0.062 -0.45
C 2.671074 4.536825 2.608696 0.168 0.025 0.054 0.51
O 3.331675 4.103864 3.782483 -0.272 -0.072 -0.053 -0.32
C 2.559508 4.467557 4.842383 0.029 -0.056 0.147 0.66
O 2.677789 4.043133 5.940887 0.010 0.043 0.043 -0.52
O 1.625706 5.375858 4.460794 0.110 -0.044 -0.133 -0.33
F 3.591975 4.881531 1.675188 0.050 -0.004 0.007 -0.30
H 2.492322 6.641929 3.071225 0.118 -0.068 -0.051 0.28
H 0.962449 5.895559 2.557980 -0.096 -0.088 0.152 0.28
H 2.058463 3.721135 2.221156 0.044 0.003 -0.097 0.18
C -7.915555 3.460539 -6.102761 -0.039 0.167 -0.083 0.04
C -7.411196 2.152116 -6.659678 0.317 0.073 0.108 0.27
O -6.941380 1.486428 -5.494785 -0.352 -0.099 -0.067 -0.31
C -7.668574 1.952365 -4.445424 0.000 0.061 0.115 0.66
O -7.711371 1.444478 -3.372080 -0.009 -0.058 -0.119 -0.58
O -8.336579 3.074883 -4.785745 0.091 -0.065 -0.136 -0.27
F -6.382629 2.321150 -7.521908 0.024 -0.042 0.045 -0.29
H -7.115301 4.198620 -6.029356 0.109 -0.110 -0.014 0.29
H -8.734278 3.877687 -6.671745 -0.154 -0.011 0.101 -0.07
H -8.175418 1.537197 -7.137759 0.059 -0.021 -0.088 0.30
C -11.778855 4.889653 -4.715567 0.082 -0.275 0.272 -0.45
C -12.796940 5.630787 -5.549347 0.107 0.235 0.065 0.30
O -11.999708 6.175206 -6.588022 -0.116 -0.299 -0.067 -0.33
C -10.928854 5.355554 -6.750300 0.105 0.064 0.007 0.63
O -10.200334 5.373007 -7.685824 0.039 -0.006 0.023 -0.52
O -10.810448 4.504111 -5.700751 -0.334 0.246 -0.096 -0.25
F -13.386603 6.636595 -4.864202 0.026 0.026 -0.043 -0.29
H -11.307770 5.540326 -3.978318 -0.069 0.117 -0.048 0.29
H -12.187094 4.016423 -4.214910 0.114 -0.118 -0.129 0.28
H -13.571155 4.998584 -5.987226 -0.088 0.069 0.035 0.27
```
Forces are in eV/Å.

Energy ... -184002.7676 eV
HOMO ... -0.0427 Ha
F_max ... 1.22 eV/A
Net charge ... -1